[1]
This record from OMol25 describes C61H34ClF5N6O5Ti as an isolated structure. The level of theory is ωB97M-V with the def2-TZVPD basis set.

XYZ file:
```
113
Properties=species:S:1:pos:R:3
Ti -0.185 -0.109 -0.429
C 3.870 2.210 -5.944
C 2.533 2.437 -6.239
C 1.548 2.223 -5.279
C 1.868 1.765 -3.995
C 3.228 1.561 -3.710
C 4.210 1.775 -4.666
C 0.861 1.513 -2.950
C -0.303 0.724 -3.223
C -0.895 0.392 -4.461
C -2.111 -0.235 -4.185
C -2.231 -0.326 -2.788
C -3.187 -1.196 -2.077
C -4.559 -1.390 -2.617
C -5.050 -0.551 -3.633
C -6.338 -0.675 -4.140
C -7.215 -1.628 -3.645
C -6.777 -2.430 -2.598
C -5.493 -2.304 -2.089
C -2.752 -1.830 -0.934
N -1.776 -1.303 -0.130
C -1.338 -2.301 0.786
C -1.540 -1.934 2.274
C -2.915 -1.920 2.812
C -3.400 -2.922 3.642
C -4.710 -2.870 4.104
C -5.537 -1.818 3.728
C -5.050 -0.817 2.896
C -3.738 -0.862 2.441
C -0.510 -0.767 2.463
C -0.506 -0.172 3.836
C -0.529 1.148 3.702
C -0.428 1.491 2.253
N -0.416 0.321 1.546
C -0.170 2.729 1.726
C 0.504 2.796 0.399
C 1.510 3.655 -0.047
C 1.862 3.243 -1.355
C 1.058 2.145 -1.668
N 0.248 1.865 -0.580
C -0.610 3.943 2.452
C -1.664 3.904 3.389
C -2.097 5.032 4.072
C -1.530 6.276 3.824
C -0.535 6.356 2.858
C -0.090 5.223 2.188
C -2.043 -3.556 0.389
C -2.956 -3.234 -0.529
N -1.128 0.252 -2.208
H 4.635 2.372 -6.695
H 2.250 2.797 -7.223
H 0.514 2.440 -5.513
H 3.497 1.215 -2.717
H 5.248 1.587 -4.414
H -0.480 0.575 -5.439
H -2.798 -0.651 -4.906
H -4.407 0.229 -4.011
H -6.659 -0.001 -4.927
H -8.218 -1.727 -4.042
H -7.451 -3.152 -2.150
H -5.235 -2.904 -1.235
H -2.747 -3.740 3.926
H -5.086 -3.654 4.752
H -6.560 -1.779 4.083
H -5.691 0.004 2.598
H -3.346 -0.095 1.783
H -0.498 -0.745 4.755
H -0.500 1.873 4.501
H 1.986 4.441 0.520
H 2.591 3.703 -2.009
H -2.196 2.976 3.548
H -2.913 4.939 4.781
H -1.879 7.161 4.341
H -0.096 7.317 2.613
H 0.666 5.334 1.430
H -1.861 -4.525 0.835
H -3.612 -3.938 -1.015
O 0.876 -3.762 4.945
C 2.121 -3.290 4.922
O 2.913 -3.636 5.760
C 2.488 -2.351 3.815
C 3.682 -1.664 3.736
Cl 4.949 -1.558 4.875
N 3.664 -0.918 2.623
N 2.524 -1.092 1.939
C 1.804 -1.932 2.636
C 0.386 -2.004 2.201
O -0.546 -2.839 2.912
O 0.167 -2.325 0.838
C 4.603 0.029 2.058
C 5.967 -0.159 2.150
C 6.812 0.777 1.567
C 6.289 1.877 0.901
C 4.913 2.043 0.814
C 4.060 1.117 1.393
H 0.294 -3.393 4.243
H 6.374 -1.030 2.648
H 7.884 0.630 1.624
H 6.953 2.595 0.434
H 4.477 2.881 0.285
H 2.986 1.229 1.301
F 3.966 -4.492 -4.116
C 3.377 -3.559 -3.339
C 4.126 -2.612 -2.683
F 5.468 -2.608 -2.814
C 3.516 -1.663 -1.889
F 4.309 -0.763 -1.280
C 2.135 -1.582 -1.709
O 1.603 -0.650 -0.974
C 1.404 -2.573 -2.387
F 0.061 -2.624 -2.278
C 2.005 -3.529 -3.179
F 1.249 -4.453 -3.801
```

Summary:
Spin multiplicity: 3
Total energy (eV): -132214.9969
Net charge: -2
LUMO (spin up / spin down) (eV): 3.845 / 3.845
HOMO-LUMO gap (spin up / spin down) (eV): 4.085 / 5.066
Max |F| (eV/Å): 1.13

Here are the Mulliken charges for atoms 1 to 99, given in e: -1.033, -0.356, -0.879, -0.400, -0.144, 0.158, -1.185, 1.284, -0.261, -1.274, -1.771, -0.320, 0.687, 1.312, -0.529, -0.928, -0.410, -0.987, -0.370, 0.157, 1.060, 1.069, 1.226, -0.402, -0.364, -0.827, -0.540, -1.055, -0.014, 0.822, -1.260, -2.090, -0.118, 1.238, 0.996, 0.194, -1.094, -1.368, -0.002, 0.316, 0.790, -0.423, -0.822, -0.408, -0.826, -0.379, -2.033, -1.382, 0.949, 0.362, 0.357, 0.585, 0.609, 0.414, 0.579, 0.701, 0.506, 0.355, 0.360, 0.371, 0.313, 0.428, 0.396, 0.373, 0.436, 0.420, 0.562, 0.745, 0.591, 0.583, 0.484, 0.348, 0.367, 0.368, 0.209, 0.560, 0.692, -0.593, 0.369, -0.647, -0.011, -0.292, -0.182, 0.196, 0.129, -0.326, 1.546, -1.135, -0.645, 0.196, -0.561, -0.744, -0.631, -0.269, 0.283, 0.639, 0.409, 0.343, 0.393

[2]
This record from OMol25 describes an isolated ion of composition C3H5N2 and charge +1. The level of theory is ωB97M-V with the def2-TZVPD basis set.

XYZ file:
```
10
Properties=species:S:1:pos:R:3
C -0.398 -0.529 -0.499
C -0.945 0.262 0.743
N -0.501 1.395 0.811
C 1.007 -0.266 -0.804
N 0.577 -1.452 -0.177
H -1.134 -0.815 -1.256
H -1.604 -0.228 1.465
H -0.063 1.716 1.681
H 1.410 -0.436 -1.807
H 1.652 0.352 -0.158
```

Summary:
Spin multiplicity: 1
Total energy (eV): -6158.5398
Net charge: +1
LUMO (eV): -8.820
HOMO-LUMO gap (eV): 6.869
Max |F| (eV/Å): 2.31

Atomic charges from the Mulliken analysis, expressed in e, are listed below: 0.301, -0.187, -0.341, -0.363, -0.091, 0.384, 0.408, 0.332, 0.303, 0.255

[3]
This record from OMol25 describes a 2-piece molecular cluster, C3H11NO2 overall. The level of theory is ωB97M-V with the def2-TZVPD basis set.

XYZ file:
```
17
Properties=species:S:1:pos:R:3
C 0.976 0.255 1.306
C -0.307 -0.121 0.569
O 0.116 -0.825 -0.641
C -1.016 1.131 0.082
N -2.364 0.862 -0.371
H 1.793 -0.374 0.968
H 1.249 1.290 1.104
H 0.905 0.178 2.390
H -0.985 -0.774 1.104
H -0.377 -1.612 -0.885
H -1.067 1.888 0.858
H -0.376 1.534 -0.708
H -2.439 0.589 -1.335
H -3.056 1.563 -0.145
O 2.505 -2.194 -1.608
H 2.582 -1.250 -1.798
H 1.859 -2.140 -0.889
```

Summary:
Spin multiplicity: 1
Total energy (eV): -8874.1228
Net charge: 0
SMILES: C[C@H](O)CN.O
LUMO (eV): 0.834
HOMO-LUMO gap (eV): 10.133
Max |F| (eV/Å): 1.17

Atomic charges from the Mulliken analysis, expressed in e, are listed below: -1.180, 0.308, -0.591, -0.723, -0.548, 0.282, 0.310, 0.310, 0.426, 0.277, 0.457, 0.266, 0.185, 0.198, -0.632, 0.312, 0.342

[4]
This record from OMol25 describes a 2-piece molecular cluster, C9H19ClNOS overall. The level of theory is ωB97M-V with the def2-TZVPD basis set.

XYZ file:
```
32
Properties=species:S:1:pos:R:3
C -2.331 -0.895 0.606
C -0.078 -0.057 0.378
C -3.058 -0.339 -0.563
C 2.352 -1.037 -3.655
C 0.149 2.072 2.614
C 1.006 0.000 1.372
C 1.126 -0.722 -2.759
C 0.820 0.664 2.677
C 1.562 -0.320 -1.397
N -2.904 -0.506 1.890
O 0.209 -0.299 -0.811
S 2.227 1.374 -1.369
Cl -0.260 -0.439 3.690
H -2.422 -0.063 -1.333
H -3.392 -1.155 -1.113
H -3.773 0.381 -0.398
H 2.042 -1.825 -4.439
H 2.780 -0.152 -4.097
H 3.304 -1.337 -3.067
H 0.371 2.554 3.555
H 0.561 2.424 1.642
H -0.851 1.882 2.515
H 1.353 -1.094 1.446
H 1.996 0.340 1.100
H 0.530 -1.599 -2.794
H 0.510 -0.094 -3.328
H 1.779 0.631 3.386
H 2.058 -0.999 -0.812
H -3.151 -1.308 2.466
H -3.623 0.136 1.911
H -2.074 -0.214 2.654
H 1.182 1.996 -1.968
```

Summary:
Spin multiplicity: 1
Total energy (eV): -36522.2375
Net charge: +1
LUMO (eV): -3.383
HOMO-LUMO gap (eV): 7.904
Max |F| (eV/Å): 4.87

Atomic charges from the Mulliken analysis, expressed in e, are listed below: -0.224, 0.247, -0.972, -1.200, -1.046, -0.791, -0.665, -0.097, -0.415, -0.088, -0.160, -0.111, -0.237, 0.266, 0.345, 0.438, 0.312, 0.364, 0.281, 0.376, 0.298, 0.266, 0.485, 0.429, 0.382, 0.517, 0.421, 0.587, 0.461, 0.330, 0.017, 0.183

Which value of total energy does entry 3 give?
-8874.1228 eV